A structure of composition C39H91N8NiO15 at a distorted geometry, computed with the ωB97M-V functional and the def2-TZVPD basis.

Values from the calculation:
Max |F|: 3.7 eV/Å
Orbital gap (spin up / spin down): 3.71 / 3.75 eV
Lowest unoccupied orbital energy (spin up / spin down): -6.7 / -6.6 eV
Charge: +1
DFT total energy: -4614.78595 Eh
⟨S²⟩: 2.0071
Spin multiplicity: 3

Each line ends with the Löwdin charge.
Element x y z (Å)
Ni1 24.83 -19.68 -11.54  0.9949
C1 30.23 -21.61 -7.13  -0.0492
C2 28.73 -21.39 -6.67  -0.4787
C3 28.68 -21.13 -5.15  -0.0663
O1 27.90 -20.59 -7.52  0.0133
H1 30.81 -22.15 -6.38  0.0729
H2 30.60 -20.64 -7.44  0.0740
H3 30.32 -22.26 -8.01  0.0656
H4 28.31 -22.39 -6.66  0.1394
H5 29.32 -21.82 -4.62  0.0750
H6 27.70 -21.32 -4.71  0.0750
H7 29.00 -20.11 -4.92  0.0801
C4 39.54 -23.45 -4.61  -0.1026
O2 38.14 -23.49 -4.71  -0.2225
C5 37.56 -24.75 -4.40  -0.1901
C6 37.22 -25.02 -2.87  -0.1548
O3 36.26 -24.19 -2.20  -0.1387
C7 36.27 -22.80 -2.60  -0.1886
C8 35.30 -22.05 -1.75  -0.2039
O4 35.08 -20.78 -2.36  -0.1785
C9 34.30 -19.92 -1.59  -0.1289
H8 39.85 -23.69 -3.59  0.0900
H9 39.91 -22.45 -4.82  0.0882
H10 39.91 -24.05 -5.44  0.0898
H11 38.20 -25.55 -4.78  0.1151
H12 36.67 -24.87 -5.02  0.1202
H13 38.09 -24.82 -2.24  0.1125
H14 37.13 -26.10 -2.78  0.1180
H15 36.07 -22.85 -3.67  0.1214
H16 37.20 -22.24 -2.50  0.1316
H17 35.71 -22.03 -0.74  0.1351
H18 34.35 -22.57 -1.83  0.1304
H19 33.23 -20.12 -1.67  0.0822
H20 34.49 -18.91 -1.94  0.0881
H21 34.56 -19.96 -0.53  0.0860
C10 20.90 -27.92 -0.19  -0.1069
O5 21.21 -29.33 -0.36  -0.2089
C11 20.14 -30.17 0.23  -0.1458
C12 20.56 -31.70 0.14  -0.1594
O6 19.53 -32.56 0.61  -0.1470
C13 19.94 -33.86 1.03  -0.1798
C14 18.92 -34.61 1.93  -0.2172
O7 18.49 -33.87 3.03  -0.1785
C15 17.66 -34.57 3.90  -0.1167
H22 20.01 -27.61 -0.73  0.0796
H23 21.81 -27.41 -0.51  0.0816
H24 20.72 -27.69 0.86  0.0789
H25 19.13 -29.95 -0.13  0.1175
H26 20.09 -29.96 1.30  0.1121
H27 21.39 -31.83 0.83  0.1190
H28 20.71 -31.97 -0.90  0.1232
H29 20.82 -33.70 1.65  0.1148
H30 20.24 -34.60 0.29  0.1215
H31 19.35 -35.58 2.18  0.1234
H32 18.03 -34.83 1.34  0.1206
H33 17.18 -33.82 4.54  0.0892
H34 18.27 -35.24 4.51  0.0912
H35 16.83 -35.04 3.38  0.0876
C16 20.37 -19.98 -6.94  -0.3379
O8 21.27 -20.01 -7.77  -0.0248
N1 20.37 -19.16 -5.86  -0.1805
C17 19.53 -19.40 -4.71  -0.0766
C18 21.45 -18.18 -5.58  -0.0360
H36 19.45 -20.55 -7.16  0.1387
H37 18.85 -20.25 -4.81  0.0899
H38 18.93 -18.54 -4.43  0.0856
H39 20.13 -19.54 -3.81  0.0862
H40 21.02 -17.20 -5.39  0.0918
H41 22.26 -18.48 -4.92  0.0926
H42 21.95 -18.00 -6.53  0.0723
C19 30.38 -14.17 -6.06  -0.2941
O9 29.46 -13.38 -5.74  -0.0269
N2 31.70 -13.78 -6.14  -0.1987
C20 32.78 -14.68 -6.34  -0.0949
C21 32.11 -12.39 -5.87  -0.0398
H43 30.27 -15.20 -6.44  0.1256
H44 32.47 -15.64 -6.76  0.0862
H45 33.27 -14.85 -5.39  0.0901
H46 33.58 -14.26 -6.95  0.0905
H47 31.46 -11.74 -5.27  0.0842
H48 32.99 -12.41 -5.23  0.0867
H49 32.23 -11.77 -6.76  0.0910
C22 29.67 -17.03 -14.75  -0.3223
O10 29.12 -17.72 -13.87  -0.0499
N3 30.34 -15.89 -14.44  -0.1812
C23 30.73 -15.06 -15.58  -0.0765
C24 30.85 -15.48 -13.09  -0.0138
H50 29.75 -17.33 -15.80  0.1367
H51 30.09 -15.14 -16.46  0.0837
H52 31.72 -15.34 -15.93  0.0881
H53 30.76 -13.98 -15.39  0.0869
H54 30.43 -16.13 -12.32  0.0791
H55 31.94 -15.45 -13.00  0.0878
H56 30.47 -14.47 -12.95  0.0827
C25 26.68 -25.82 -12.39  -0.3700
O11 25.90 -24.89 -12.57  -0.0245
N4 26.60 -27.05 -12.89  -0.2125
C26 27.76 -27.87 -12.54  -0.0485
C27 25.47 -27.60 -13.57  -0.0289
H57 27.54 -25.69 -11.73  0.1275
H58 28.65 -27.39 -12.14  0.0867
H59 27.99 -28.54 -13.37  0.0889
H60 27.42 -28.52 -11.73  0.0871
H61 24.82 -26.76 -13.80  0.0896
H62 25.88 -28.03 -14.48  0.1022
H63 24.94 -28.18 -12.81  0.1036
C28 29.16 -13.12 0.47  -0.3071
O12 30.34 -12.91 0.86  -0.0404
N5 28.25 -13.90 1.09  -0.1971
C29 27.00 -14.23 0.53  -0.0866
C30 28.62 -14.58 2.35  -0.0318
H64 28.71 -12.66 -0.42  0.1331
H65 26.52 -13.54 -0.16  0.0917
H66 26.24 -14.51 1.26  0.0892
H67 27.19 -15.14 -0.04  0.0888
H68 28.85 -15.64 2.22  0.0909
H69 29.47 -14.13 2.87  0.0831
H70 27.92 -14.39 3.16  0.0862
C31 25.80 -26.20 3.46  -0.3544
O13 25.24 -26.92 4.27  0.0084
N6 26.47 -26.57 2.34  -0.1891
C32 27.13 -25.62 1.46  -0.0723
C33 26.45 -27.99 1.94  -0.0253
H71 25.87 -25.12 3.64  0.1281
H72 27.20 -24.58 1.79  0.0836
H73 26.66 -25.59 0.48  0.0812
H74 28.18 -25.86 1.30  0.0833
H75 27.49 -28.33 1.98  0.0880
H76 25.71 -28.58 2.47  0.0911
H77 26.23 -28.03 0.87  0.0773
C34 29.85 -31.18 -5.25  -0.3601
O14 29.56 -32.35 -5.25  0.0259
N7 29.00 -30.11 -5.22  -0.1979
C35 29.63 -28.80 -5.33  -0.0739
C36 27.53 -30.22 -5.08  -0.0268
H78 30.89 -30.81 -5.35  0.1232
H79 30.72 -28.85 -5.46  0.0780
H80 29.44 -28.21 -4.44  0.0883
H81 29.21 -28.45 -6.28  0.0878
H82 27.09 -29.25 -5.28  0.0767
H83 27.08 -30.77 -5.90  0.0863
H84 27.25 -30.63 -4.11  0.0926
C37 37.15 -19.61 -12.91  -0.3219
O15 36.84 -18.85 -13.84  -0.0082
N8 36.32 -20.57 -12.40  -0.1960
C38 36.49 -21.13 -11.04  -0.0547
C39 35.02 -20.84 -13.05  -0.0488
H85 38.10 -19.54 -12.35  0.1301
H86 37.53 -21.03 -10.71  0.0795
H87 36.34 -22.21 -11.07  0.0833
H88 35.90 -20.62 -10.28  0.0848
H89 34.90 -20.49 -14.08  0.0871
H90 34.94 -21.92 -13.10  0.0799
H91 34.24 -20.46 -12.39  0.0851

A cluster of 10 separate species, C39H94N10O7 in total at a distorted geometry, computed with the ωB97M-V functional and the def2-TZVPD basis.

Values from the calculation:
Max |F|: 3.5 eV/Å
Orbital gap: 8.31 eV
Lowest unoccupied orbital energy: 0.3 eV
Charge: 0
DFT total energy: -2616.43254 Eh

Each line ends with the Löwdin charge.
Element x y z (Å)
C1 0.17 -4.22 7.46  -0.0869
C2 -1.36 -4.10 7.61  -0.2405
N1 -1.92 -4.44 6.27  -0.1635
C3 -3.40 -4.69 6.42  -0.2688
C4 -3.69 -6.00 7.11  -0.1009
C5 -1.85 -3.26 5.34  -0.2116
C6 -2.30 -3.71 3.91  -0.0988
H1 0.65 -4.20 8.44  0.0656
H2 0.71 -3.52 6.82  0.0279
H3 0.44 -5.22 7.12  0.0790
H4 -1.57 -5.01 8.17  0.0911
H5 -1.77 -3.26 8.19  0.1163
H6 -3.86 -3.91 7.01  0.1079
H7 -3.85 -4.65 5.43  0.0945
H8 -4.68 -6.46 6.99  0.0717
H9 -3.00 -6.74 6.70  0.0760
H10 -3.40 -5.98 8.15  0.0586
H11 -0.82 -2.98 5.13  0.0871
H12 -2.44 -2.42 5.71  0.1125
H13 -1.92 -4.70 3.64  0.0842
H14 -1.81 -3.11 3.14  0.0491
H15 -3.32 -3.50 3.59  0.0575
C7 4.68 8.69 1.02  -0.0954
C8 3.71 7.84 0.21  -0.2340
N2 4.10 6.40 0.23  -0.2080
C9 5.30 6.15 -0.54  -0.2590
C10 5.18 6.14 -2.06  -0.0836
C11 3.01 5.40 0.14  -0.2535
C12 2.27 5.44 1.44  -0.0913
H16 5.63 8.88 0.53  0.0601
H17 5.04 8.12 1.88  0.0747
H18 4.20 9.61 1.37  0.0696
H19 2.75 7.85 0.73  0.0939
H20 3.65 8.23 -0.80  0.1032
H21 6.10 6.79 -0.17  0.1041
H22 5.58 5.15 -0.20  0.1111
H23 6.13 5.92 -2.56  0.0667
H24 4.52 5.37 -2.46  0.0575
H25 4.88 7.08 -2.50  0.0614
H26 3.40 4.40 -0.04  0.1167
H27 2.32 5.68 -0.66  0.1097
H28 1.66 6.35 1.36  0.0578
H29 2.99 5.46 2.26  0.0875
H30 1.57 4.61 1.48  0.0578
C13 -5.12 -3.09 -3.95  -0.0753
C14 -5.68 -2.72 -2.49  -0.2188
N3 -4.65 -3.17 -1.56  -0.2086
C15 -4.68 -2.35 -0.36  -0.2407
C16 -3.88 -1.03 -0.58  -0.0697
C17 -4.64 -4.64 -1.30  -0.2334
C18 -3.36 -5.09 -0.63  -0.0808
H31 -5.93 -3.14 -4.68  0.0579
H32 -4.63 -4.06 -4.02  0.0485
H33 -4.30 -2.42 -4.21  0.0494
H34 -5.96 -1.67 -2.45  0.1072
H35 -6.61 -3.29 -2.40  0.0991
H36 -5.72 -2.16 -0.11  0.1085
H37 -4.22 -2.87 0.48  0.0950
H38 -3.35 -0.74 0.33  0.0577
H39 -2.96 -1.21 -1.14  0.0505
H40 -4.45 -0.19 -0.96  0.0645
H41 -4.87 -5.25 -2.17  0.1052
H42 -5.46 -4.86 -0.61  0.1085
H43 -2.41 -4.76 -1.06  0.0630
H44 -3.32 -6.17 -0.51  0.0769
H45 -3.29 -4.71 0.40  0.0533
C19 -0.47 2.24 0.50  -0.0447
N4 -0.63 0.80 0.46  -0.1623
C20 -0.68 0.23 -0.90  -0.0544
C21 -0.36 0.01 1.53  -0.3070
O1 0.13 0.42 2.62  -0.0437
H46 -0.34 2.72 1.48  0.0878
H47 -1.30 2.78 0.05  0.0481
H48 0.26 2.55 -0.25  0.0861
H49 0.02 0.79 -1.51  0.0770
H50 -0.38 -0.82 -0.92  0.0825
H51 -1.72 0.32 -1.23  0.0652
H52 -0.68 -1.03 1.34  0.1226
C22 -2.34 1.64 -6.92  -0.0526
N5 -1.74 0.61 -6.07  -0.1969
C23 -1.69 -0.70 -6.59  -0.0525
C24 -1.16 0.96 -4.91  -0.3219
O2 -0.40 0.30 -4.21  -0.0140
H53 -2.65 2.57 -6.44  0.0948
H54 -3.34 1.24 -7.11  0.0818
H55 -1.98 1.73 -7.94  0.0903
H56 -2.72 -1.03 -6.44  0.0982
H57 -1.34 -0.77 -7.62  0.0971
H58 -1.04 -1.39 -6.06  0.0832
H59 -1.43 1.97 -4.58  0.1403
C25 5.07 -1.72 0.46  -0.0494
N6 3.64 -1.71 0.21  -0.1736
C26 3.25 -0.81 -0.86  -0.0637
C27 2.81 -2.52 0.88  -0.3231
O3 1.59 -2.46 0.78  -0.0283
H60 5.32 -0.70 0.78  0.0895
H61 5.53 -1.83 -0.52  0.0831
H62 5.42 -2.50 1.14  0.0799
H63 3.57 0.20 -0.58  0.0795
H64 3.63 -0.99 -1.87  0.0804
H65 2.18 -0.69 -1.00  0.0693
H66 3.31 -3.24 1.55  0.1296
C28 2.95 -0.32 5.40  -0.0459
N7 3.29 -1.47 4.53  -0.1567
C29 2.14 -2.40 4.44  -0.0302
C30 4.54 -1.71 4.10  -0.3720
O4 4.96 -2.71 3.59  0.0091
H67 2.05 0.13 4.98  0.0824
H68 3.63 0.51 5.20  0.0803
H69 2.90 -0.58 6.46  0.0904
H70 2.43 -3.29 3.88  0.0900
H71 1.64 -2.62 5.39  0.0502
H72 1.34 -1.92 3.89  0.0740
H73 5.18 -0.88 4.44  0.1320
C31 0.95 -2.42 -3.54  -0.0642
N8 0.79 -3.81 -3.11  -0.1545
C32 -0.53 -4.36 -3.49  -0.0498
C33 1.59 -4.48 -2.25  -0.3647
O5 1.50 -5.62 -1.87  0.0298
H74 1.02 -2.34 -4.62  0.0829
H75 1.88 -1.93 -3.23  0.0675
H76 0.20 -1.76 -3.10  0.0597
H77 -0.46 -4.78 -4.49  0.0834
H78 -0.78 -5.21 -2.86  0.0740
H79 -1.40 -3.70 -3.51  0.0788
H80 2.48 -3.87 -2.03  0.1278
C34 2.20 2.94 -5.74  -0.0176
N9 3.16 2.61 -4.63  -0.1686
C35 4.53 2.94 -4.88  -0.0697
C36 2.81 1.90 -3.58  -0.3528
O6 3.53 1.76 -2.61  0.0128
H81 2.44 2.52 -6.72  0.0854
H82 2.13 4.02 -5.88  0.0825
H83 1.18 2.68 -5.47  0.0642
H84 4.58 3.97 -5.25  0.0868
H85 5.20 2.90 -4.02  0.0860
H86 5.03 2.29 -5.60  0.0908
H87 1.80 1.47 -3.73  0.1205
C37 -4.54 4.12 1.59  -0.0278
N10 -3.74 4.10 0.35  -0.1804
C38 -2.61 5.01 0.26  -0.0610
C39 -4.08 3.29 -0.64  -0.3458
O7 -3.46 3.29 -1.72  -0.0403
H88 -3.89 3.81 2.41  0.0979
H89 -5.31 3.36 1.46  0.0745
H90 -5.16 5.01 1.59  0.0931
H91 -2.83 6.07 0.15  0.0903
H92 -1.93 4.99 1.11  0.0829
H93 -1.89 4.78 -0.53  0.0791
H94 -4.93 2.63 -0.42  0.1316